Record 1
# C2H2N4O2

A single C2H2N4O2 molecule in a non-equilibrium geometry (ωB97M-V/def2-TZVPD, the OMol25 dataset).

Values from the calculation:
Structure (SMILES) ... Nc1nnnoc1=O
Energy relative to the best compared isomer or geometry (same formula, charge and spin) ... 573.2 kJ/mol
Energy ... -446.75440 Eh

Atoms and positions in Å:
O1 -0.38 -1.45 -0.66
O2 -0.26 -1.45 1.64
N1 0.08 -0.60 -1.87
N2 0.83 0.47 -1.72
N3 0.77 1.35 -0.48
N4 -0.54 1.53 1.50
C1 -0.18 -0.74 0.55
C2 -0.06 0.81 0.50
H1 -0.42 2.53 1.49
H2 -0.91 1.07 2.40

natural (NBO) atomic charge list, values in e, 4 entries: O -0.359; O -0.548; N 0.110; N -0.004

***

Record 2
# C4H8O2

A single C4H8O2 molecule in a non-equilibrium geometry (ωB97M-V/def2-TZVPD, the OMol25 dataset).

Values from the calculation:
Structure (SMILES) ... OCC[C@H]1CO1
Energy relative to the best compared isomer or geometry (same formula, charge and spin) ... 404.0 kJ/mol
Energy ... -307.55856 Eh

Atoms and positions in Å:
O1 -0.56 -1.31 -0.92
O2 -1.62 1.03 -0.11
C1 -0.63 -1.20 0.54
C2 -0.06 1.29 0.19
C3 0.64 -1.05 -0.23
C4 1.14 0.36 -0.24
H1 -0.76 -2.15 1.04
H2 -0.04 2.20 -0.35
H3 0.01 1.44 1.28
H4 -1.39 -0.25 0.70
H5 1.39 -1.86 -0.38
H6 -1.70 0.41 -0.86
H7 1.96 0.40 0.51
H8 1.61 0.68 -1.18

natural (NBO) atomic charge list, values in e, 4 entries: O -0.543; O -0.748; C -0.208; C -0.086

***

Record 3
# C14H26N4O4

A single C14H26N4O4 molecule in a non-equilibrium geometry (ωB97M-V/def2-TZVPD, the OMol25 dataset).

Values from the calculation:
Structure (SMILES) ... CC[C@@H](C)[C@@H](NC(C)=O)C(=O)N[C@H](CCC(N)=O)C(=O)NC
Energy relative to the best compared isomer or geometry (same formula, charge and spin) ... 17.5 kJ/mol
Energy ... -1069.13211 Eh

Atoms and positions in Å:
O1 3.21 -2.70 -1.83
O2 -0.45 0.89 -2.44
O3 1.40 -0.49 1.73
O4 -3.25 -2.00 0.85
N1 2.87 -2.75 0.35
N2 0.15 2.92 -2.25
N3 -1.85 -0.46 0.07
N4 0.87 -0.61 -0.42
C1 -0.94 -0.50 1.23
C2 3.58 -4.02 0.64
C3 -2.69 0.66 2.67
C4 -2.91 -1.22 -0.04
C5 -1.28 3.32 2.24
C6 0.48 1.68 -2.48
C7 -3.72 -1.18 -1.30
C8 1.94 1.31 -2.61
C9 -0.83 2.06 1.48
C10 2.20 -0.19 -2.42
C11 2.22 -0.72 -0.95
C12 -1.24 0.75 2.16
C13 0.52 -0.55 0.87
C14 2.80 -2.13 -0.85
H1 -0.77 3.33 3.21
H2 0.10 -0.59 -1.06
H3 -1.30 2.09 0.47
H4 0.25 2.08 1.37
H5 2.90 -0.09 -0.38
H6 -2.84 -0.29 3.24
H7 3.60 -4.22 1.73
H8 -3.57 -0.26 -1.83
H9 -3.53 -2.05 -1.90
H10 -1.14 -1.40 1.82
H11 3.06 -4.87 0.18
H12 -3.36 0.79 1.86
H13 -2.35 3.33 2.37
H14 -2.85 1.47 3.41
H15 3.22 -0.37 -2.79
H16 1.45 -0.78 -3.00
H17 2.61 1.80 -1.89
H18 -4.79 -1.15 -1.06
H19 -0.97 4.22 1.68
H20 2.21 1.59 -3.63
H21 -1.56 0.12 -0.70
H22 0.85 3.65 -2.09
H23 4.59 -3.98 0.26
H24 2.51 -2.25 1.14
H25 -0.58 0.69 3.01
H26 -0.85 3.10 -2.15

natural (NBO) atomic charge list, values in e, 4 entries: O -0.626; O -0.693; O -0.679; O -0.651

***

Record 4
# C2H5NO2S

2 unconnected molecules or ions with the total composition C2H5NO2S in a non-equilibrium geometry (ωB97M-V/def2-TZVPD, the OMol25 dataset).

Values from the calculation:
Energy relative to the best compared isomer or geometry (same formula, charge and spin) ... 144.2 kJ/mol
Energy ... -682.58466 Eh

Atoms and positions in Å:
S1 -0.91 -1.18 -2.34
O1 -2.22 -0.59 -2.24
O2 0.05 -0.47 -3.08
N1 -0.17 -1.19 1.27
C1 0.45 -0.09 1.48
C2 0.47 1.02 0.37
H1 1.05 0.33 2.27
H2 -0.17 0.87 -0.52
H3 0.28 2.00 0.78
H4 -0.27 -1.82 2.04
H5 1.44 1.13 -0.04

natural (NBO) atomic charge list, values in e, 4 entries: S 1.675; O -0.832; O -0.842; N -0.641

***

Record 5
# C22H10Cl6CrN2O6Se

A molecular structure, C22H10Cl6CrN2O6Se in a non-equilibrium geometry (ωB97M-V/def2-TZVPD, the OMol25 dataset).

Values from the calculation:
<S²> ... 0.76
Multiplicity ... 2
Energy ... -7612.40749 Eh
Total charge ... -1

Atoms and positions in Å:
Se1 -0.04 -4.24 -0.46
Cr1 -0.59 -0.68 -0.54
Cl1 -1.70 0.03 -5.83
Cl2 -6.64 0.39 -3.67
Cl3 -0.57 -0.71 -2.96
Cl4 3.25 -5.44 2.62
Cl5 -4.77 0.57 -6.17
Cl6 -5.42 -0.23 -0.85
O1 -1.13 -5.37 -0.70
O2 1.29 -4.38 -1.31
O3 1.27 -0.78 -0.35
O4 -0.72 -2.76 -0.60
O5 0.36 -4.52 1.27
O6 -2.56 -0.71 -0.91
N1 -0.71 -0.64 1.36
N2 -1.05 1.26 -0.27
C1 -2.76 -0.06 -4.47
C2 -4.43 -0.18 -2.25
C3 -1.17 2.21 -1.17
C4 -3.05 -0.45 -2.06
C5 1.00 -2.23 1.57
C6 -3.11 2.59 2.49
C7 -1.69 1.41 0.92
C8 -4.95 0.11 -3.50
C9 -2.47 2.54 1.23
C10 -2.58 3.54 0.24
C11 1.28 -3.64 1.99
C12 -2.25 -0.36 -3.23
C13 3.06 -2.15 0.30
C14 -4.12 0.18 -4.62
C15 -1.93 3.37 -0.95
C16 -2.15 0.44 3.09
C17 2.72 -4.00 1.81
C18 -0.12 -1.64 2.05
C19 3.54 -3.28 1.02
C20 1.79 -1.69 0.46
C21 -2.94 1.56 3.38
C22 -1.52 0.34 1.85
H1 -3.45 1.60 4.34
H2 4.56 -3.60 0.88
H3 -3.72 3.45 2.74
H4 -2.05 -0.36 3.81
H5 -0.56 -2.01 2.98
H6 -1.99 4.11 -1.74
H7 0.99 -3.79 3.04
H8 -3.18 4.42 0.43
H9 -0.66 2.05 -2.12
H10 3.67 -1.71 -0.48

natural (NBO) atomic charge list, values in e, 4 entries: Se 2.800; Cr 1.020; Cl 0.044; Cl 0.044

***

Record 6
# C3H4OS2

A single C3H4OS2 molecule in a non-equilibrium geometry (ωB97M-V/def2-TZVPD, the OMol25 dataset).

Values from the calculation:
Structure (SMILES) ... C#CC(O)(S)S
Energy relative to the best compared isomer or geometry (same formula, charge and spin) ... 362.3 kJ/mol
Energy ... -988.19423 Eh

Atoms and positions in Å:
S1 -1.11 0.27 1.28
S2 0.11 -1.51 -0.86
O1 1.11 0.59 0.30
C1 -0.71 1.07 -1.15
C2 -0.08 0.23 -0.19
C3 -1.10 1.72 -2.09
H1 -1.66 2.13 -2.79
H2 -0.95 -2.41 -0.78
H3 -0.20 0.29 2.23
H4 1.78 0.52 -0.46

natural (NBO) atomic charge list, values in e, 4 entries: S 0.005; S -0.121; O -0.671; C -0.085

***

Record 7
# C15H30IrN4O6

A molecular structure, C15H30IrN4O6 (ωB97M-V/def2-TZVPD, the OMol25 dataset).

Values from the calculation:
<S²> ... 6.01
Multiplicity ... 5
Energy relative to the best compared isomer or geometry (same formula, charge and spin) ... 0.0 kJ/mol
Energy ... -1363.37617 Eh
Total charge ... +3

Atoms and positions in Å:
Ir1 -0.33 0.14 0.69
O1 -2.27 -0.05 1.45
O2 1.11 0.80 -0.87
O3 -1.29 1.74 -0.99
O4 1.20 -1.44 1.37
O5 -0.15 2.20 1.40
O6 0.16 -1.77 -0.52
N1 2.79 -3.57 1.26
N2 -0.17 4.43 1.19
N3 -4.25 0.61 2.26
N4 1.32 0.43 -3.11
C1 2.61 -4.90 1.95
C2 -0.76 1.35 -2.24
C3 2.71 -0.04 -2.99
C4 0.99 -2.14 0.34
C5 0.65 0.82 -2.06
C6 -0.54 5.67 0.51
C7 0.45 4.61 2.50
C8 1.73 -3.46 0.19
C9 1.10 -5.07 1.90
C10 -0.43 3.23 0.73
C11 -1.11 3.11 -0.63
C12 0.76 0.47 -4.46
C13 -3.53 -0.22 1.54
C14 -4.22 -1.37 0.88
C15 0.77 -4.66 0.46
H1 2.59 -2.81 1.93
H2 0.62 -4.40 2.62
H3 -0.27 -4.38 0.31
H4 -0.53 3.64 -1.38
H5 -1.33 6.18 1.07
H6 -2.10 3.56 -0.55
H7 -0.28 5.02 3.21
H8 -0.16 -0.12 -4.52
H9 3.02 0.00 -1.95
H10 0.79 -6.09 2.12
H11 -5.14 -1.05 0.40
H12 -3.80 1.35 2.79
H13 1.48 0.05 -5.15
H14 2.79 -1.05 -3.37
H15 0.54 1.49 -4.78
H16 3.74 -3.44 0.92
H17 -0.76 2.18 -2.95
H18 -3.57 -1.84 0.15
H19 1.26 5.33 2.43
H20 0.99 -5.47 -0.23
H21 -1.40 0.55 -2.63
H22 -4.47 -2.10 1.65
H23 3.11 -5.67 1.35
H24 2.17 -3.52 -0.80
H25 0.32 6.34 0.49
H26 -0.88 5.51 -0.51
H27 3.36 0.61 -3.58
H28 0.82 3.67 2.88
H29 3.04 -4.89 2.94
H30 -5.24 0.47 2.40

natural (NBO) atomic charge list, values in e, 4 entries: Ir 1.882; O -0.753; O -0.696; O -0.531

***

Record 8
# C5H4N2O

3 unconnected molecules or ions with the total composition C5H4N2O in a non-equilibrium geometry (ωB97M-V/def2-TZVPD, the OMol25 dataset).

Values from the calculation:
Energy relative to the best compared isomer or geometry (same formula, charge and spin) ... 695.8 kJ/mol
Energy ... -377.39904 Eh

Atoms and positions in Å:
O1 1.57 -0.91 0.36
N1 2.42 -0.50 -0.71
N2 -3.10 -0.17 0.25
C1 -2.02 -0.33 0.51
C2 0.11 0.44 -0.91
C3 0.32 -0.42 0.17
C4 1.51 0.35 -1.40
C5 -0.66 -0.18 1.26
H1 -0.71 0.84 -1.64
H2 -0.73 1.20 1.84
H3 1.90 0.66 -2.45
H4 -0.61 -0.98 2.70

natural (NBO) atomic charge list, values in e, 4 entries: O -0.281; N -0.100; N -0.296; C 0.233

***

Record 9
# C6H15N

A gas-phase ion, C6H15N (charge +1) in a non-equilibrium geometry (ωB97M-V/def2-TZVPD, the OMol25 dataset).

Values from the calculation:
<S²> ... 0.76
Multiplicity ... 2
Energy relative to the best compared isomer or geometry (same formula, charge and spin) ... 117.5 kJ/mol
Energy ... -292.01741 Eh
Total charge ... +1

Atoms and positions in Å:
N1 -0.17 0.24 2.74
C1 -0.53 -0.20 1.43
C2 1.44 -1.06 -1.77
C3 0.36 -0.31 -0.98
C4 -1.81 0.48 0.92
C5 0.76 -0.17 0.47
C6 -0.14 0.91 -1.76
H1 2.38 -0.49 -1.76
H2 -1.67 1.48 0.51
H3 -0.49 -1.01 -1.01
H4 0.34 -0.49 3.24
H5 1.35 -1.02 0.76
H6 0.69 1.36 -2.30
H7 1.33 0.74 0.67
H8 -0.41 1.72 -1.09
H9 0.39 1.09 2.71
H10 -2.40 0.72 1.81
H11 -2.40 -0.16 0.29
H12 -0.75 -1.26 1.50
H13 1.67 -2.01 -1.28
H14 1.12 -1.25 -2.79
H15 -1.05 0.69 -2.31

natural (NBO) atomic charge list, values in e, 4 entries: N -0.336; C -0.071; C -0.583; C -0.229

***

Record 10
# C7H11N2O2

2 unconnected molecules or ions with the total composition C7H11N2O2 in a non-equilibrium geometry (ωB97M-V/def2-TZVPD, the OMol25 dataset).

Values from the calculation:
<S²> ... 0.76
Multiplicity ... 2
Energy relative to the best compared isomer or geometry (same formula, charge and spin) ... 31.9 kJ/mol
Energy ... -533.24612 Eh

Atoms and positions in Å:
O1 1.65 -0.30 -1.36
O2 1.64 1.72 -2.36
N1 0.19 -1.50 0.23
N2 -1.50 -2.23 1.51
C1 1.79 3.12 0.02
C2 -2.01 -1.65 0.45
C3 2.10 1.62 -0.02
C4 1.77 0.97 -1.39
C5 -0.94 -1.14 -0.38
C6 -3.45 -1.72 0.14
C7 -0.17 -2.07 1.39
H1 1.07 -1.09 -0.24
H2 3.10 1.30 0.27
H3 -3.93 -0.79 0.45
H4 1.42 1.16 0.71
H5 2.12 3.50 0.99
H6 0.62 -2.48 2.01
H7 -0.83 -0.72 -1.37
H8 2.24 3.57 -0.86
H9 -3.90 -2.43 0.84
H10 0.73 3.22 -0.15
H11 -3.69 -2.06 -0.87

natural (NBO) atomic charge list, values in e, 4 entries: O -0.838; O -0.682; N -0.520; N -0.466

***

Record 11
# C5H13NO

2 unconnected molecules or ions with the total composition C5H13NO in a non-equilibrium geometry (ωB97M-V/def2-TZVPD, the OMol25 dataset).

Values from the calculation:
Structure (SMILES) ... CC(N)=O.CCC
Energy relative to the best compared isomer or geometry (same formula, charge and spin) ... 82.2 kJ/mol
Energy ... -328.28753 Eh

Atoms and positions in Å:
O1 3.38 1.11 -1.84
N1 1.20 0.58 -1.83
C1 -2.80 -0.64 0.95
C2 -1.72 0.33 0.46
C3 2.62 -0.91 -0.59
C4 2.55 0.36 -1.42
C5 -0.60 0.60 1.41
H1 2.21 -0.79 0.42
H2 3.67 -1.23 -0.44
H3 1.08 1.46 -2.34
H4 -2.19 1.27 0.15
H5 0.12 1.36 1.26
H6 -0.98 0.96 2.38
H7 -2.62 -1.39 1.73
H8 -3.23 -1.14 0.07
H9 -0.05 -0.34 1.57
H10 1.96 -1.62 -1.14
H11 0.37 0.04 -1.72
H12 -3.50 0.05 1.44
H13 -1.45 -0.05 -0.53

natural (NBO) atomic charge list, values in e, 4 entries: O -0.584; N -0.880; C -0.617; C -0.395

***

Record 12
# C5H11NO2

A gas-phase ion, C5H11NO2 (charge -1) in a non-equilibrium geometry (ωB97M-V/def2-TZVPD, the OMol25 dataset).

Values from the calculation:
<S²> ... 0.75
Multiplicity ... 2
Energy relative to the best compared isomer or geometry (same formula, charge and spin) ... 148.7 kJ/mol
Energy ... -402.26896 Eh
Total charge ... -1

Atoms and positions in Å:
O1 1.81 0.98 -1.93
O2 0.70 -2.23 2.36
N1 -0.73 0.19 2.09
C1 -0.22 -2.19 1.49
C2 -0.71 -0.78 1.03
C3 -0.46 0.69 -1.04
C4 0.57 1.67 -1.63
C5 0.23 -0.38 -0.12
H1 -1.10 0.41 -1.88
H2 -1.72 -0.95 0.62
H3 -1.07 1.20 -0.27
H4 1.12 0.11 0.25
H5 0.24 2.09 -2.60
H6 1.70 0.70 -2.84
H7 -1.27 -0.15 2.88
H8 0.83 2.60 -1.09
H9 -0.54 -3.04 0.86
H10 0.15 0.33 2.57
H11 0.45 -1.25 -0.75

natural (NBO) atomic charge list, values in e, 4 entries: O -0.738; O -0.785; N -0.877; C -0.027